136
Properties=species:S:1:pos:R:3:forces:R:3 method="wB97M-V/def2-TZVPD" orbital_gap_ev=9.24 smiles=COC[C@H](C)N.COC[C@H](C)N.COC[C@H](C)N.COC[C@H](C)N.COC[C@H](C)N.COC[C@H](C)N.COCCNCCOC.OCCO multiplicity=1
O -2.5129 7.3119 1.1424 0.42 0.01 0.08
O -0.8352 0.9864 0.8723 -0.13 -0.42 -0.27
O 1.5991 -4.3738 3.2872 0.43 0.55 0.33
O -4.1355 -1.8390 0.2168 0.31 -0.99 -0.57
O -2.2300 2.4015 4.7912 -0.06 0.10 0.55
O 4.5915 0.9152 -6.7434 -0.55 -0.29 0.03
O -2.8926 2.3394 -3.5871 -0.13 -0.04 0.01
O 5.5276 -1.0353 -1.4243 0.47 0.45 -0.02
O 0.5812 -1.4156 0.1311 0.10 -0.40 0.02
O -0.5617 -5.9111 0.0852 0.00 -0.12 0.24
N -0.1456 4.7204 -0.0271 0.09 0.05 0.41
N -0.7880 2.3162 -1.5792 -1.20 0.79 -1.02
N 5.1443 1.1009 -3.1904 -0.05 -0.80 -0.63
N -1.2491 -0.6651 -1.9774 -1.15 0.22 0.19
N 0.3034 1.6194 7.3431 -0.12 -0.75 1.03
N 0.7766 -8.5203 -0.6770 0.48 0.16 0.09
N 0.5270 -3.5236 5.9352 -0.10 0.30 -0.22
C -1.5379 2.2732 -3.9547 0.72 0.46 0.34
C -0.5661 2.8810 -2.9386 1.43 0.43 0.28
C -2.0757 4.4629 1.4040 0.55 0.25 0.70
C 4.2098 -0.7993 -1.8915 -0.20 -0.10 -0.72
C -1.5106 -4.8595 0.2279 0.78 -0.69 0.06
C 0.7043 -7.2614 -1.4551 0.61 -0.93 0.07
C 4.0479 0.9349 -5.4271 0.04 0.11 -0.35
C -3.4092 3.6309 -3.3173 -0.65 -0.59 0.40
C 5.1784 0.4592 -4.5201 -0.05 0.99 -0.72
C 0.7387 2.0273 4.9931 1.49 -0.07 -1.45
C 3.9809 0.6602 -2.4193 1.21 -1.78 1.15
C 3.6761 1.3646 -7.7190 0.23 -0.27 -0.17
C -5.2342 -1.0525 -0.1324 -0.75 0.21 0.43
C -1.2269 6.7865 0.8515 -0.33 -0.17 0.73
C -1.6613 1.7363 5.8951 1.04 -0.77 -0.92
C 0.3914 0.5503 1.4836 -1.36 0.65 0.42
C 2.2901 -4.1226 2.0864 -0.24 -0.10 -0.68
C -2.4385 8.4966 1.9110 -0.10 0.04 -0.08
C -3.2006 -2.0666 -2.5032 0.19 -0.10 1.02
C 0.9398 -7.5353 -2.9323 -0.83 -0.25 -0.48
C -0.2483 -3.7683 4.7026 -0.04 -0.27 1.00
C -1.6062 -3.0503 4.7252 0.66 -0.50 -2.04
C -0.5842 -6.5326 -1.1688 -0.69 0.28 -0.39
C 5.9573 -0.1478 -0.4192 -0.11 -0.35 1.18
C -1.4012 5.3519 0.3784 -0.61 -0.14 -1.19
C -2.9388 1.6466 3.8425 0.10 0.04 -0.93
C -2.8722 -1.2473 -0.1271 -1.40 1.65 0.66
C 0.8869 2.7226 -3.3950 0.16 0.01 -0.83
C -2.6783 -0.9112 -1.6135 -0.06 -1.45 -0.96
C -0.2160 2.2353 6.1275 -1.21 -0.27 0.96
C 0.5788 -3.4356 3.4757 -1.41 0.20 -0.61
C 1.2354 -0.2297 0.5082 -0.63 0.30 0.82
H 5.2315 -0.1079 0.4036 -0.33 0.31 -0.21
H -3.2794 4.3198 -4.1515 0.31 0.17 0.10
H -0.5850 6.7323 1.7459 -0.17 0.18 0.17
H 1.9366 -7.9429 -3.0928 0.06 0.15 -0.04
H -6.1545 -1.5000 0.2523 0.24 -0.43 0.00
H 2.7378 0.7972 -7.7276 -0.10 0.12 0.40
H 0.1399 -0.0938 2.3327 -0.24 -0.06 -0.11
H -4.1601 -2.4129 -2.1183 -0.21 0.26 -0.47
H 5.2856 -0.6307 -4.5946 -0.40 -0.09 0.59
H -5.2173 -0.0780 0.3752 0.36 0.22 -0.36
H 0.2321 -8.2986 -3.2776 0.02 -0.02 0.01
H -0.4974 -4.8366 4.6776 0.18 -0.04 -0.42
H -0.6843 1.2303 -0.0700 0.18 -0.19 0.59
H -0.2432 1.8988 8.1572 0.17 0.60 -0.19
H 4.1176 -1.5197 -2.7046 -0.27 -0.06 0.06
H 6.2007 0.8606 -0.7557 -0.17 0.08 -0.16
H 0.3147 4.3819 0.8143 0.25 0.11 -0.17
H 3.1308 0.3308 -5.3639 0.18 -0.33 -0.15
H -2.3134 -3.4976 5.4149 0.14 0.49 0.50
H 1.7509 -8.8084 -0.6719 -0.06 -0.02 0.23
H -1.1320 0.3505 -1.9778 0.44 -0.32 0.19
H 1.5562 3.4146 -2.8821 0.02 -0.45 0.57
H 6.8324 -0.5417 0.1008 0.22 -0.24 -0.56
H -0.2900 -1.2712 -0.2873 0.69 0.50 -0.30
H -2.3467 8.2717 2.9792 -0.02 -0.01 -0.03
H -1.3124 2.7680 -4.9053 -0.35 0.02 -0.18
H 1.6272 -4.2767 1.2265 -0.01 -0.31 0.00
H -1.1230 -4.0324 -0.3742 -0.45 0.39 0.22
H 0.4211 2.3626 4.0009 -0.41 0.71 0.41
H -2.0727 5.3572 -0.4927 0.18 0.20 -0.11
H -2.2913 1.2383 3.0527 0.24 0.09 0.18
H 0.9139 -2.3860 3.4718 0.47 -0.10 0.43
H -1.2122 -0.9326 -2.9568 0.45 -0.10 0.06
H -5.3733 -0.9561 -1.2122 0.14 0.29 0.00
H -3.0559 4.8446 1.6776 0.00 -0.02 -0.01
H -2.5855 -2.9651 -2.3972 0.38 0.21 -0.17
H -3.2701 -0.0434 -1.9134 -0.11 0.17 0.42
H 2.1167 -0.5684 1.0531 0.42 0.27 -0.38
H -3.5812 2.3788 3.3486 -0.28 -0.31 0.02
H -2.5286 -5.1394 -0.0612 0.06 -0.07 -0.21
H -0.5406 3.0536 -0.8927 0.17 -0.22 -0.43
H -4.4794 3.4882 -3.1559 -0.01 -0.02 -0.25
H -1.4930 -1.9674 4.6933 -0.18 0.06 0.76
H -2.1384 3.4190 1.0963 -0.05 0.06 -0.24
H 1.2277 1.6875 -3.3699 0.05 0.02 0.49
H 1.1401 1.0530 4.6782 -0.77 -0.62 1.04
H -0.7289 7.4787 0.1622 0.11 -0.37 -0.37
H 6.0846 0.8103 -5.0170 0.03 0.20 0.10
H 2.6280 -3.0887 1.9495 0.15 0.09 0.55
H -0.2413 3.3050 6.3558 -0.10 0.05 -0.29
H 1.6777 2.5235 5.2570 -0.17 0.37 -0.12
H 3.6989 1.9489 -5.1842 0.41 0.12 0.19
H 3.4981 2.4347 -7.5798 -0.24 0.01 -0.16
H 3.8660 1.1755 -1.4631 -0.13 0.96 -0.52
H -2.1019 -1.8454 0.3492 0.09 -0.22 -0.30
H -1.3195 1.2125 -4.0596 0.03 -0.08 -0.10
H -3.2317 -1.7355 -3.5393 -0.21 -0.19 -0.08
H 0.1032 0.6168 7.3790 0.43 -0.01 -0.64
H -1.5322 0.6595 5.7001 -0.20 -0.02 -0.25
H -1.8120 2.4059 -1.6293 0.01 -0.59 0.97
H -1.4349 4.4714 2.2964 -0.25 -0.08 0.17
H 1.0700 3.0182 -4.4367 -0.60 0.03 -0.10
H 4.1087 1.1678 -8.7008 0.23 0.27 0.09
H 1.4369 0.4913 -0.2938 0.43 -0.51 -0.47
H 0.4751 5.3534 -0.5180 0.02 0.04 0.10
H -1.5811 9.1137 1.6189 -0.05 0.00 -0.07
H 0.3598 -4.2777 6.5870 0.15 0.07 0.12
H 3.1347 -4.8035 2.0387 0.03 -0.01 -0.02
H -0.6679 3.9718 -2.8434 -0.57 -0.03 -0.37
H -2.2864 1.7686 6.7925 0.01 0.54 0.06
H -3.0566 3.9978 -2.3482 0.39 0.42 -0.28
H -1.5132 -4.6740 1.3003 -0.06 0.52 -0.10
H 1.5744 -6.6844 -1.1320 -0.38 0.38 0.33
H -3.5121 0.7888 4.2067 -0.13 0.30 0.50
H 3.4946 -1.0381 -1.0984 -0.13 0.01 -0.06
H -3.3534 9.0595 1.7256 0.04 -0.01 0.13
H -2.9626 -0.2966 0.4092 0.93 0.17 0.06
H 3.0856 0.6893 -3.0295 -0.16 0.17 0.18
H 1.5156 -3.5136 5.7155 0.01 -0.18 0.10
H 0.3004 -9.2942 -1.1311 -0.28 0.27 -0.15
H 0.7582 -6.6724 -3.5778 0.31 0.12 0.11
H -0.0993 -3.4444 2.6057 0.05 -0.22 0.00
H -1.4480 -7.2179 -1.2001 0.20 -0.20 -0.12
H 5.9694 0.6713 -2.7788 -0.11 0.44 0.52
H -0.7857 -5.7969 -1.9660 0.23 0.10 0.10
H 0.7722 1.4749 1.9288 1.06 -0.26 -0.21
H -2.0057 -3.2852 3.7259 -0.34 0.06 0.15



21
Properties=species:S:1:pos:R:3:forces:R:3 method="wB97M-V/def2-TZVPD" orbital_gap_ev=7.33 relative_energy_kj_mol=1562.5 multiplicity=1
O 7.0815 -0.7579 2.8545 9.08 4.14 7.10
O 9.5855 -1.1221 1.8032 4.80 -0.84 3.12
O 4.9723 0.5894 5.1747 -3.06 0.03 9.52
O 8.3159 -1.6104 0.3054 -2.87 -0.25 -4.08
O 8.5518 0.6423 2.3521 2.15 8.34 0.05
O 6.0010 -2.0787 1.9997 -7.69 -8.05 -4.95
O 5.5500 0.5312 3.4137 -2.50 2.69 -13.85
H 9.2668 -0.2684 1.5104 2.06 -1.66 -0.35
H 5.4626 1.0349 5.8656 -0.42 -0.17 0.90
H 6.5853 -1.3809 2.2963 -1.39 -2.37 -2.25
H 8.0990 -1.3736 1.2072 -0.41 -1.58 -0.99
H 9.2623 -1.7536 0.3160 -0.48 -0.41 -0.24
H 8.3523 1.3084 3.0099 0.05 0.45 0.57
H 9.6062 -1.0560 2.7579 0.63 -0.09 0.30
H 6.4871 -0.0792 3.1742 1.60 -2.04 0.50
H 5.7214 0.9865 2.5893 -0.39 0.82 -1.03
H 8.4471 1.0933 1.5143 -0.04 0.83 -0.76
H 7.7919 -0.2752 2.4319 -0.72 -1.34 0.56
H 4.7023 0.1067 3.2816 -0.71 -0.70 -0.04
H 5.4752 -2.2949 2.7698 -0.10 -0.52 0.03
H 5.4735 0.7594 4.3770 0.42 2.70 5.91



15
Properties=species:S:1:pos:R:3:forces:R:3 method="wB97M-V/def2-TZVPD" s2=0.754 total_charge=+3 orbital_gap_ev="5.55 / 7.69" relative_energy_kj_mol=87.5 multiplicity=2
La -1.9999 -0.6743 -1.6020 1.99 1.14 2.55
O -0.3864 -1.5240 0.8336 -0.17 1.26 0.30
O 0.9003 1.9858 0.7855 -0.80 0.63 -0.88
O 1.7285 -2.0362 0.6772 0.43 0.49 1.20
O 1.0314 -0.0519 -0.1056 1.29 0.90 -1.25
O -0.7316 1.2228 -0.4734 -2.33 -0.60 -2.91
C 0.4197 1.1478 -0.0498 0.96 -1.84 4.38
C 0.8075 -1.1299 0.8496 -2.00 -1.38 -3.06
C 1.4844 0.3300 2.5054 -0.08 0.51 0.95
C 1.8902 1.5810 1.8007 0.75 -0.67 -1.02
H 1.9091 2.4385 2.4810 0.07 -0.13 0.07
H 2.2935 -0.2539 2.9488 -0.12 -0.07 -0.24
H 2.6196 -1.6785 0.5424 0.33 -0.03 0.08
H 2.8455 1.4764 1.2751 -0.11 0.22 0.22
H 0.5998 0.4135 3.1410 -0.19 -0.43 -0.41



46
Properties=species:S:1:pos:R:3:forces:R:3 method="wB97M-V/def2-TZVPD" orbital_gap_ev=9.20 relative_energy_kj_mol=48.1 smiles="CN(C)S(=O)(=O)c1ccc(C(=O)OCC(=O)NCc2ccccc2)cc1" multiplicity=1
S 0.0427 1.6687 3.5749 0.14 -0.26 -0.46
O -0.6080 2.9404 3.4511 0.15 -0.04 -0.24
O 0.0026 0.9753 4.8282 0.22 -0.16 -0.14
O -1.5633 -2.9301 -4.4120 0.10 -0.36 -0.15
O -2.9300 -1.5157 -1.5384 -0.31 0.25 0.20
O -1.5023 -3.1254 -0.8931 -0.10 0.07 -0.05
N -1.5019 -0.7949 -3.6501 -0.06 0.50 -0.06
N 1.6320 1.7903 3.0622 -0.94 0.05 0.52
C -1.9890 -2.0546 -3.6999 -0.52 0.12 0.28
C 0.6381 1.0015 -2.1242 0.05 -0.06 -0.12
C -0.2796 -0.7629 2.3468 -0.04 -0.14 0.05
C -1.4397 1.0858 1.3249 -0.01 0.21 0.14
C 2.6532 1.1579 3.8602 0.13 -0.32 0.24
C -0.7510 -1.6039 1.3578 -0.10 0.08 -0.05
C -0.6213 0.5762 2.3140 -0.04 0.38 0.35
C -1.9249 0.2444 0.3394 0.03 -0.29 0.00
C 1.2106 1.1757 -0.8769 0.04 0.03 0.08
C -1.5740 -1.1027 0.3500 0.05 0.24 0.16
C 2.0186 3.0077 2.3946 -0.07 0.31 -0.26
C -0.1340 -0.4634 -4.0110 0.04 -0.03 -0.01
C 0.6245 -0.2510 -2.7254 0.05 0.11 -0.10
C -3.1766 -2.2459 -2.7387 0.16 -0.52 -0.25
C -1.9846 -2.0353 -0.7306 0.19 -0.21 0.01
C 1.7640 -1.1541 -0.8103 0.04 -0.05 -0.04
C 1.1884 -1.3295 -2.0563 0.06 0.02 -0.02
C 1.7725 0.0969 -0.2163 0.06 0.07 0.00
H -1.6919 2.1341 1.3504 -0.08 0.11 -0.07
H 0.3423 -1.1272 3.1483 0.09 -0.16 0.08
H 2.4835 3.7186 3.0865 -0.02 -0.02 -0.02
H -3.2879 -3.3131 -2.5304 0.04 0.20 -0.10
H 3.1775 1.8827 4.4918 -0.02 -0.01 -0.01
H 2.7240 2.7804 1.5927 0.00 0.01 0.00
H -1.9278 -0.1639 -2.9846 0.07 -0.21 -0.02
H 1.1220 3.4618 1.9828 0.15 0.18 -0.16
H 2.2068 0.2321 0.7626 0.05 0.02 0.13
H -2.5731 0.6258 -0.4340 -0.03 0.05 -0.05
H -4.0971 -1.8415 -3.1621 0.10 -0.01 0.05
H -0.4961 -2.6525 1.3412 0.05 -0.07 0.01
H 2.1993 -1.9992 -0.2992 0.04 -0.10 0.06
H 2.1709 0.4249 4.5005 0.25 -0.09 0.06
H 1.2115 2.1525 -0.4174 0.00 0.11 0.06
H 0.1975 1.8452 -2.6374 -0.05 0.11 -0.07
H 1.1637 -2.3093 -2.5094 -0.01 -0.14 -0.06
H 0.2599 -1.3043 -4.5842 -0.02 0.14 0.00
H -0.1313 0.4382 -4.6300 0.10 -0.12 0.01
H 3.3791 0.6631 3.2108 0.01 0.01 0.02



Number 1: strongest force on any atom 2.44 eV/A. Number 2: strongest force on any atom 14.33 eV/A. Number 3: strongest force on any atom 4.85 eV/A. Number 4: strongest force on any atom 1.08 eV/A.